[1]
95
Properties=species:S:1:pos:R:3:lowdin_charge:R:1 method="wB97M-V/def2-TZVPD" charge=-2
Ti 0.936 -0.457 -1.439 0.691
C -3.284 0.393 5.332 -0.425
S -2.248 1.750 5.921 0.780
C -0.589 1.169 5.460 -0.505
C -0.144 1.453 4.033 -0.231
C -0.930 0.660 2.991 -0.296
N -0.231 0.573 1.713 -0.448
P -0.720 1.646 0.389 1.084
C -0.848 3.272 1.297 -0.334
C 0.151 4.242 1.391 -0.079
C -0.108 5.479 1.968 -0.096
C -1.369 5.768 2.470 -0.111
C -2.381 4.826 2.365 -0.095
C -2.123 3.603 1.757 -0.124
C 0.931 1.694 -0.386 -0.458
C 2.102 1.927 0.442 -0.178
C 3.308 2.191 -0.102 -0.110
C 3.460 2.282 -1.533 -0.109
C 2.392 2.109 -2.339 -0.106
C 1.090 1.773 -1.809 -0.240
P 0.393 -0.913 1.160 1.049
C 1.528 -1.238 2.573 -0.304
C 2.819 -0.720 2.480 -0.088
C 3.674 -0.762 3.571 -0.069
C 3.258 -1.343 4.762 -0.101
C 1.993 -1.903 4.848 -0.095
C 1.134 -1.854 3.755 -0.100
C -0.976 -2.107 1.437 -0.329
C -0.728 -3.468 1.607 -0.099
C -1.782 -4.371 1.673 -0.088
C -3.091 -3.927 1.543 -0.099
C -3.345 -2.577 1.353 -0.078
C -2.291 -1.674 1.301 -0.100
H -4.258 0.509 5.805 0.022
H -2.857 -0.564 5.632 0.036
H -3.411 0.409 4.252 0.018
H -0.550 0.096 5.670 0.067
H 0.078 1.668 6.164 0.064
H 0.910 1.167 3.946 0.107
H -0.215 2.521 3.818 0.100
H -1.915 1.117 2.842 0.085
H -1.105 -0.349 3.377 0.090
H 1.140 4.031 1.009 0.088
H 0.679 6.222 2.020 0.094
H -1.570 6.735 2.918 0.090
H -3.374 5.047 2.736 0.095
H -2.932 2.894 1.614 0.095
H 1.989 1.891 1.519 0.095
H 4.170 2.340 0.541 0.095
H 4.433 2.501 -1.956 0.090
H 2.482 2.224 -3.412 0.106
H 0.218 1.949 -2.429 0.058
H 3.161 -0.297 1.544 0.083
H 4.669 -0.346 3.484 0.104
H 3.925 -1.371 5.616 0.092
H 1.669 -2.380 5.766 0.095
H 0.150 -2.301 3.832 0.098
H 0.295 -3.823 1.681 0.102
H -1.577 -5.425 1.817 0.097
H -3.910 -4.636 1.573 0.094
H -4.359 -2.224 1.214 0.104
H -2.495 -0.621 1.141 0.094
O 2.488 -1.144 -3.573 -0.221
P 1.984 -2.608 -3.085 0.224
O 1.909 -3.624 -4.134 -0.266
O 0.805 -2.373 -2.114 -0.441
O 3.249 -2.941 -2.068 -0.268
P 3.353 -2.201 -0.619 0.242
O 2.279 -3.082 0.202 -0.164
O 4.683 -2.317 -0.018 -0.267
O 2.783 -0.782 -0.868 -0.389
H 3.396 -1.280 -3.879 0.096
H 1.495 -3.179 -0.368 0.040
Te -0.438 -0.204 -4.566 0.926
C 0.085 -0.487 -6.583 -0.682
C 0.242 -1.774 -7.113 -0.168
C 0.453 -1.974 -8.472 -0.126
C 0.528 -0.892 -9.343 -0.146
C 0.405 0.393 -8.828 -0.135
C 0.190 0.591 -7.469 -0.185
H 0.198 -2.624 -6.442 0.078
H 0.553 -2.984 -8.854 0.086
H 0.680 -1.048 -10.405 0.077
H 0.468 1.250 -9.491 0.083
H 0.085 1.597 -7.082 0.072
N -2.252 -2.030 -2.002 0.197
C -2.125 -0.694 -1.840 -0.574
O -0.948 -0.294 -1.494 -0.347
C -3.230 0.153 -1.952 -0.222
C -3.147 1.573 -1.957 -0.262
N -3.152 2.726 -2.003 0.130
C -4.498 -0.439 -2.202 -0.249
N -5.524 -0.927 -2.412 0.110
H -3.047 -2.357 -2.527 0.103
H -1.372 -2.506 -2.161 0.086


[2]
17
Properties=species:S:1:pos:R:3:lowdin_charge:R:1 method="wB97M-V/def2-TZVPD" charge=0
C -0.182 -1.724 0.554 -0.102
C 0.745 -1.271 1.657 -0.310
O 1.831 -0.490 1.230 -0.100
H 0.247 -1.576 -0.428 0.056
H -1.195 -1.327 0.578 0.063
H -0.303 -2.821 0.533 0.077
H 0.465 -0.865 2.623 0.115
H 1.250 -2.256 1.930 0.113
H 2.338 -0.630 0.428 0.087
C -0.915 0.953 -1.260 -0.170
C -0.295 2.368 -0.989 -0.132
H -1.591 0.648 -0.480 0.048
H -1.302 0.921 -2.288 0.066
H -0.268 0.079 -1.258 0.017
H 0.670 2.531 -1.448 0.058
H -0.398 2.524 0.085 0.059
H -1.096 2.938 -1.467 0.055


[3]
85
Properties=species:S:1:pos:R:3:lowdin_spin:R:1 method="wB97M-V/def2-TZVPD" charge=+2 spin_multiplicity=4
W -0.150 -2.358 1.285 2.429
O -0.812 -3.268 -0.201 0.120
C -0.555 -4.446 -0.837 0.037
C -1.260 -4.854 -1.966 -0.003
C -1.060 -6.156 -2.434 0.021
C -0.094 -7.014 -1.914 -0.002
C 0.649 -6.586 -0.853 0.016
C 0.454 -5.321 -0.314 0.010
C 1.401 -4.884 0.641 0.079
N 1.372 -3.721 1.253 0.007
N 2.506 -3.329 1.968 0.014
C 2.494 -2.065 2.237 0.013
O 1.417 -1.330 1.849 0.080
C 3.579 -1.414 2.959 -0.001
C 4.503 -2.108 3.663 -0.002
C 5.313 -1.459 4.594 0.000
C 5.201 -0.099 4.824 -0.002
C 4.318 0.628 4.002 0.000
C 3.511 -0.006 3.114 0.000
H -2.106 -4.266 -2.331 0.000
H -1.661 -6.497 -3.286 0.001
H 0.072 -7.978 -2.424 0.000
H 1.459 -7.180 -0.493 0.001
H 2.260 -5.490 0.857 0.003
H 4.539 -3.192 3.509 0.000
H 6.009 -2.015 5.140 0.000
H 5.767 0.355 5.599 0.000
H 4.305 1.713 4.176 0.000
H 2.783 0.554 2.521 0.000
C -4.587 -0.374 -1.500 0.000
C -4.220 0.500 -2.720 0.000
C -2.966 1.376 -2.626 0.000
S -1.446 0.397 -2.182 0.003
O -1.000 0.962 -0.854 0.006
C -0.223 0.907 -3.377 0.000
C -0.692 0.673 -4.829 0.000
C -1.474 -0.631 -5.077 0.000
H -5.546 -0.864 -1.643 0.000
H -4.728 0.257 -0.628 0.000
H -3.796 -1.087 -1.306 0.000
H -5.075 1.114 -2.936 0.000
H -4.138 -0.172 -3.569 0.000
H -3.078 2.136 -1.849 0.000
H -2.711 1.920 -3.548 0.000
H 0.632 0.322 -3.058 0.000
H 0.051 1.956 -3.229 0.000
H 0.187 0.714 -5.453 0.000
H -1.335 1.550 -5.072 0.000
H -1.182 -1.391 -4.394 0.000
H -1.279 -1.083 -6.026 0.000
H -2.539 -0.490 -5.008 0.000
C 4.229 2.815 0.405 0.000
C 3.443 3.807 0.967 0.000
C 2.052 3.656 0.973 0.000
C 1.504 2.518 0.387 0.000
C 2.315 1.558 -0.214 0.000
C 3.669 1.718 -0.250 0.000
Ge -0.349 2.111 0.531 0.002
C -1.298 3.788 0.255 0.000
C -0.812 4.455 -0.865 0.000
C -1.602 5.273 -1.641 0.000
C -2.907 5.560 -1.207 0.000
C -3.351 5.006 -0.025 0.000
C -2.545 4.139 0.711 0.000
C -0.891 0.935 1.966 0.017
C -0.391 1.164 3.236 0.021
C -0.715 0.345 4.321 0.008
C -1.443 -0.810 4.105 0.035
C -1.955 -1.075 2.822 0.032
C -1.656 -0.224 1.754 0.035
H 5.282 2.967 0.393 0.000
H 3.885 4.641 1.422 0.000
H 1.412 4.455 1.442 0.000
H 1.801 0.733 -0.681 0.000
H 4.286 1.036 -0.781 0.000
H 0.207 4.225 -1.160 0.000
H -1.216 5.732 -2.499 0.000
H -3.549 6.227 -1.794 0.000
H -4.329 5.267 0.294 0.000
H -3.000 3.744 1.603 0.000
H 0.026 2.139 3.484 0.001
H -0.481 0.723 5.342 0.000
H -1.777 -1.427 4.936 0.001
H -2.707 -1.854 2.677 0.011
H -2.206 -0.249 0.838 0.006


[4]
53
Properties=species:S:1:pos:R:3:lowdin_charge:R:1 method="wB97M-V/def2-TZVPD" charge=0
Sr 1.061 -0.246 0.058 1.572
C 3.269 -0.966 3.946 -0.010
C 2.436 -0.712 2.733 -0.917
O 1.722 0.260 2.654 -0.080
O 2.338 -1.553 1.894 -0.087
H 3.010 -1.888 4.466 0.079
H 3.446 -0.083 4.559 0.075
H 4.183 -1.250 3.424 0.073
C -0.052 -4.401 -2.023 -0.022
C 0.331 -3.063 -1.365 -0.794
O 1.457 -2.859 -0.924 -0.078
O -0.527 -2.151 -1.331 -0.140
H -0.634 -4.138 -2.907 0.061
H -0.694 -5.021 -1.396 0.066
H 0.796 -5.007 -2.342 0.064
C -1.783 -1.659 2.252 -0.703
O -0.950 -1.217 1.454 -0.043
N -3.003 -2.089 2.053 0.180
N -1.545 -1.747 3.533 0.168
H -3.436 -2.242 1.154 0.130
H -3.375 -2.467 2.912 0.104
H -2.214 -2.165 4.164 0.111
H -0.552 -1.739 3.716 0.130
C -4.325 0.678 -3.178 -0.108
O -3.442 1.147 -2.193 -0.208
C -2.053 1.241 -2.548 -0.173
C -1.335 2.052 -1.388 -0.121
N -0.986 1.335 -0.074 -0.154
C -0.779 2.267 1.061 -0.168
C 0.431 3.188 0.778 -0.160
O 1.497 2.322 0.353 -0.317
C 2.646 2.976 0.031 -0.123
H -3.715 0.416 -4.043 0.076
H -5.091 1.401 -3.458 0.091
H -4.589 -0.324 -2.842 0.092
H -1.865 1.721 -3.508 0.114
H -1.695 0.223 -2.703 0.111
H -1.948 2.878 -1.026 0.108
H -0.433 2.512 -1.792 0.097
H -1.663 0.615 0.133 0.091
H -0.722 1.814 2.051 0.124
H -1.692 2.858 1.125 0.112
H 0.819 3.706 1.656 0.132
H 0.282 3.944 0.007 0.116
H 3.231 3.123 0.939 0.107
H 2.420 3.946 -0.412 0.094
H 3.189 2.394 -0.714 0.082
O 1.460 0.482 -2.343 -0.101
H 0.962 0.219 -3.117 0.071
H 2.315 0.742 -2.685 0.050
O 3.601 -0.392 -0.749 -0.085
H 3.871 -0.166 -1.639 0.040
H 4.326 -0.914 -0.404 0.072


no.,DFT total energy (Ha)
1,-5173.38282
2,-234.77194
3,-4348.25566
4,-1308.77818